# 1
The following is a DFT calculation (the ωB97M-V functional and the def2-TZVPD basis) of C22H27NO3P2Pb as an isolated structure in a non-equilibrium geometry.

- ΔE to the lowest compared entry with this formula, charge and spin (kcal/mol) = 141.7
- electronic energy (Eh) = -2009.70835
- max |F| (hartree/bohr) = 0.1114
- HOMO-LUMO gap (alpha / beta) (eV) = 3.792 / 3.786

```
! wB97M-V def2-TZVPD RIJCOSX def2/J DEFGRID3
* xyz 2 1
C 2.841 -3.564 -1.903
C 1.599 -2.984 -1.892
C 0.830 -3.317 -0.703
C 1.528 -3.650 0.527
C 2.895 -3.945 0.453
C 3.502 -4.066 -0.749
C 0.802 -3.568 1.712
C -0.582 -3.524 1.633
C -1.175 -3.233 0.327
C -2.564 -2.813 0.258
C -3.274 -3.134 1.382
C -2.737 -3.554 2.642
C -1.391 -3.588 2.777
H 3.376 -3.668 -2.830
H 3.402 -3.967 1.379
H 4.545 -4.370 -0.778
H 1.329 -3.349 2.646
H -4.328 -3.009 1.345
H -3.371 -3.618 3.518
H -0.912 -3.559 3.744
N -0.492 -3.637 -0.769
Pb 0.526 0.983 0.863
C 1.015 -2.079 -2.883
H 0.007 -2.354 -3.117
H 1.621 -1.988 -3.757
C -2.983 -2.007 -0.900
H -2.630 -2.439 -1.821
H -4.036 -1.828 -0.905
P 1.014 -0.528 -1.946
P -2.128 -0.420 -0.626
C -3.230 0.288 0.651
H -2.962 1.338 0.838
H -4.261 0.231 0.283
H -3.146 -0.270 1.592
C -2.666 0.492 -2.108
H -3.760 0.561 -2.064
H -2.215 1.494 -2.125
H -2.345 -0.060 -2.999
C 2.810 -0.279 -1.690
H 3.340 -0.868 -2.444
H 3.056 0.784 -1.803
H 3.124 -0.606 -0.691
C 0.705 0.645 -3.299
H 0.853 1.669 -2.928
H 1.417 0.409 -4.103
H -0.331 0.527 -3.634
C 0.344 3.261 -0.095
O 0.202 4.332 -0.453
H 0.783 -0.775 1.353
C 0.688 -0.246 4.195
O 2.016 -0.452 3.770
C 2.197 -0.265 2.443
O 3.261 -0.536 1.937
H 0.420 0.807 4.021
H 0.696 -0.468 5.253
H 0.000 -0.909 3.645
*
```

***

# 2
The following is a DFT calculation (the ωB97M-V functional and the def2-TZVPD basis) of one molecule with the formula C22H27NO6.

- SMILES string = CCCCc1cc(=O)oc2cc(C)cc(OCC(=O)N3CCC(C(=O)O)CC3)c12
- ΔE to the lowest compared entry with this formula, charge and spin (kcal/mol) = 23.5
- electronic energy (Eh) = -1360.78487
- max |F| (hartree/bohr) = 0.0172
- HOMO-LUMO gap (eV) = 8.789

```
! wB97M-V def2-TZVPD RIJCOSX def2/J DEFGRID3
* xyz 0 1
C -3.804 -4.361 1.372
C -3.573 -2.929 1.842
C -2.140 -2.447 1.623
C -1.786 -2.215 0.145
C -2.584 -1.088 -0.436
C -3.649 -1.391 -1.217
C -4.544 -0.404 -1.772
O -5.498 -0.631 -2.475
O -4.274 0.898 -1.445
C -3.214 1.247 -0.687
C -3.075 2.614 -0.461
C -2.022 3.090 0.290
C -1.860 4.550 0.569
C -1.098 2.182 0.804
C -1.218 0.821 0.590
O -0.306 -0.075 1.066
C 0.722 0.368 1.927
C 1.802 1.252 1.284
O 2.101 2.313 1.803
N 2.377 0.810 0.151
C 2.211 -0.489 -0.458
C 3.507 -1.293 -0.349
C 4.666 -0.523 -0.980
C 5.979 -1.245 -0.766
O 6.212 -2.025 0.116
O 6.890 -0.886 -1.677
C 4.770 0.868 -0.335
C 3.433 1.595 -0.457
C -2.309 0.305 -0.158
H -4.817 -4.675 1.609
H -3.669 -4.451 0.297
H -3.110 -5.040 1.863
H -3.794 -2.873 2.911
H -4.267 -2.261 1.328
H -1.448 -3.187 2.031
H -1.991 -1.515 2.170
H -1.994 -3.124 -0.419
H -0.722 -2.003 0.066
H -3.894 -2.413 -1.459
H -3.808 3.277 -0.892
H -2.237 4.778 1.567
H -2.415 5.147 -0.149
H -0.810 4.832 0.539
H -0.271 2.574 1.371
H 0.312 0.927 2.776
H 1.187 -0.548 2.307
H 1.958 -0.340 -1.515
H 1.394 -1.029 0.013
H 3.743 -1.483 0.699
H 3.381 -2.256 -0.845
H 4.513 -0.405 -2.057
H 7.737 -1.330 -1.507
H 5.024 0.758 0.721
H 5.552 1.451 -0.822
H 3.186 1.758 -1.511
H 3.472 2.556 0.059
*
```

***

# 3
The following is a DFT calculation (the ωB97M-V functional and the def2-TZVPD basis) of one molecule with the formula C22H28BrN3O3.

- SMILES string = CCOc1cc(CNc2ccc(N3CCN(C(C)=O)CC3)cc2)cc(Br)c1OC
- ΔE to the lowest compared entry with this formula, charge and spin (kcal/mol) = 10.5
- electronic energy (Eh) = -3819.11088
- max |F| (hartree/bohr) = 0.0116
- HOMO-LUMO gap (eV) = 7.791

```
! wB97M-V def2-TZVPD RIJCOSX def2/J DEFGRID3
* xyz 0 1
C -1.537 0.759 0.670
C -2.832 0.064 1.079
O -3.568 -0.425 -0.027
C -3.064 -1.451 -0.781
C -2.063 -2.303 -0.330
C -1.555 -3.330 -1.110
C -0.445 -4.221 -0.596
N 0.161 -3.712 0.607
C 1.008 -2.618 0.610
C 1.151 -1.766 -0.483
C 1.934 -0.628 -0.401
C 2.613 -0.294 0.770
N 3.432 0.824 0.896
C 3.739 1.656 -0.237
C 2.673 2.748 -0.447
N 2.304 3.297 0.841
C 1.152 3.965 1.093
C 0.260 4.217 -0.103
O 0.864 4.349 2.210
C 3.247 3.062 1.912
C 3.417 1.555 2.154
C 2.494 -1.173 1.852
C 1.709 -2.301 1.775
C -2.076 -3.534 -2.377
C -3.091 -2.710 -2.818
Br -3.830 -2.974 -4.544
C -3.610 -1.658 -2.062
O -4.601 -0.964 -2.679
C -5.194 0.170 -2.095
H -0.822 0.051 0.256
H -1.092 1.241 1.535
H -1.758 1.516 -0.080
H -3.513 0.786 1.539
H -2.636 -0.733 1.806
H -1.653 -2.169 0.656
H -0.867 -5.205 -0.370
H 0.297 -4.359 -1.399
H 0.339 -4.384 1.334
H 0.637 -1.976 -1.408
H 1.998 -0.003 -1.278
H 3.830 1.042 -1.132
H 4.715 2.119 -0.056
H 3.065 3.531 -1.111
H 1.792 2.305 -0.917
H 0.811 4.721 -0.894
H -0.569 4.842 0.217
H -0.133 3.280 -0.491
H 2.850 3.544 2.807
H 4.206 3.528 1.659
H 4.350 1.383 2.708
H 2.582 1.198 2.762
H 3.040 -0.978 2.762
H 1.635 -2.958 2.631
H -1.704 -4.320 -3.015
H -4.468 0.972 -1.941
H -5.945 0.495 -2.815
H -5.675 -0.068 -1.145
*
```

***

# 4
The following is a DFT calculation (the ωB97M-V functional and the def2-TZVPD basis) of C22H28ClF5IrN2O2 as an isolated structure in a non-equilibrium geometry.

- expectation value of S² = 6.03
- electronic energy (Eh) = -2178.78659
- max |F| (hartree/bohr) = 0.0957
- HOMO-LUMO gap (alpha / beta) (eV) = 4.030 / 6.270

```
! wB97M-V def2-TZVPD RIJCOSX def2/J DEFGRID3
* xyz -1 5
Ir -0.515 -0.096 0.707
Cl -2.365 -0.598 1.998
N -0.234 2.047 0.590
N -0.212 -2.172 0.524
C -1.031 2.794 -0.153
C -0.920 -2.946 -0.259
C 0.960 2.915 0.902
C 0.325 4.299 0.800
C 2.041 2.779 -0.167
C 1.584 2.748 2.266
H 1.632 2.994 -1.162
H 2.437 1.762 -0.153
H 2.838 3.498 0.055
H 0.819 2.742 3.036
H 2.243 3.611 2.428
H 2.191 1.847 2.322
C 0.714 -3.021 1.330
C 0.401 -4.417 0.817
C 0.360 -2.812 2.777
C 2.180 -2.704 1.074
H 2.392 -2.804 0.006
H 2.782 -3.430 1.635
H 2.437 -1.702 1.411
H -0.639 -3.210 2.977
H 0.325 -1.570 2.942
H 1.125 -3.261 3.418
O -0.631 -4.242 -0.206
H -0.008 -5.083 1.586
H 1.252 -4.905 0.326
O -0.804 4.107 -0.098
H 0.968 5.077 0.369
H -0.067 4.636 1.769
C -2.063 2.335 -1.112
C -1.962 -2.498 -1.211
C -1.414 -1.277 -1.849
H -2.854 -2.262 -0.608
H -2.175 -3.300 -1.918
C -1.349 -0.062 -1.107
C -1.466 1.168 -1.813
H -2.014 -0.047 0.134
C -0.872 1.202 -3.063
C -0.489 -0.011 -3.660
C -0.597 2.511 -3.739
C -0.802 -1.254 -3.088
H 0.009 0.013 -4.626
C -0.448 -2.538 -3.774
H 0.011 -2.320 -4.742
H -1.328 -3.172 -3.942
H 0.272 -3.122 -3.180
H -1.503 3.123 -3.837
H -0.193 2.324 -4.738
H 0.145 3.104 -3.182
H -2.329 3.150 -1.787
H -2.939 2.042 -0.513
F 1.243 -0.036 -0.187
C 0.346 -0.307 2.623
F 1.726 -0.132 2.545
C -0.241 0.440 3.802
F 0.737 0.848 4.680
F -0.959 1.562 3.488
F -1.073 -0.365 4.534
*
```

***

# 5
The following is a DFT calculation (the ωB97M-V functional and the def2-TZVPD basis) of C22H28F5GePbS as an isolated structure.

- ΔE to the lowest compared entry with this formula, charge and spin (kcal/mol) = 6.6
- electronic energy (Eh) = -4022.13290
- max |F| (hartree/bohr) = 0.0088
- HOMO-LUMO gap (eV) = 7.139

```
! wB97M-V def2-TZVPD RIJCOSX def2/J DEFGRID3
* xyz 1 1
Pb 0.270 0.310 -1.023
C -0.599 3.668 0.609
C 0.465 2.625 0.828
C 0.162 1.442 1.530
C -1.193 1.280 2.174
C 1.153 0.443 1.675
C 0.822 -0.849 2.381
C 2.457 0.668 1.184
C 3.531 -0.354 1.443
C 2.757 1.859 0.506
C 4.124 2.058 -0.091
C 1.773 2.847 0.355
C 2.106 4.170 -0.278
H -0.595 4.412 1.411
H -1.595 3.232 0.581
H -0.445 4.205 -0.325
H -1.569 2.239 2.525
H -1.149 0.621 3.036
H -1.940 0.872 1.486
H 1.057 -0.793 3.447
H 1.392 -1.683 1.971
H -0.233 -1.101 2.294
H 3.364 -0.874 2.383
H 4.511 0.110 1.503
H 3.577 -1.109 0.653
H 4.800 2.560 0.605
H 4.079 2.661 -0.994
H 4.581 1.110 -0.363
H 1.591 4.982 0.233
H 1.810 4.211 -1.329
H 3.169 4.383 -0.229
C -3.801 -1.380 -3.436
Ge -3.014 -0.094 -2.204
C -4.301 0.678 -0.955
C -2.088 1.324 -3.207
C -1.645 -0.934 -1.045
H -4.686 -0.941 -3.897
H -4.102 -2.288 -2.915
H -3.106 -1.656 -4.227
H -5.194 1.009 -1.485
H -3.887 1.541 -0.432
H -4.606 -0.060 -0.214
H -2.715 1.723 -4.004
H -1.183 0.955 -3.699
H -1.821 2.166 -2.560
H -2.061 -1.244 -0.096
F 1.335 -6.045 2.178
C 0.851 -5.180 1.303
C -0.313 -4.484 1.580
F -0.953 -4.689 2.724
C -0.821 -3.578 0.660
F -1.972 -2.976 0.982
C -0.182 -3.329 -0.550
S -0.721 -2.247 -1.851
C 0.988 -4.049 -0.802
F 1.644 -3.844 -1.944
C 1.505 -4.964 0.097
F 2.622 -5.621 -0.182
*
```

***

# 6
The following is a DFT calculation (the ωB97M-V functional and the def2-TZVPD basis) of one molecule with the formula C22H28N2O4S in a non-equilibrium geometry.

- SMILES string = COc1ccc(C)cc1S(=O)(=O)N1CCC(C(=O)NCCc2ccccc2)CC1
- ΔE to the lowest compared entry with this formula, charge and spin (kcal/mol) = 18.3
- electronic energy (Eh) = -1663.79702
- max |F| (hartree/bohr) = 0.0228
- HOMO-LUMO gap (eV) = 9.343

```
! wB97M-V def2-TZVPD RIJCOSX def2/J DEFGRID3
* xyz 0 1
C -0.146 -3.514 -3.680
O -0.561 -2.594 -2.695
C -1.863 -2.558 -2.346
C -2.875 -3.360 -2.866
C -4.177 -3.205 -2.419
C -4.512 -2.263 -1.458
C -5.926 -2.083 -0.994
C -3.495 -1.465 -0.940
C -2.199 -1.616 -1.372
S -0.850 -0.603 -0.759
O -0.412 0.256 -1.818
O 0.113 -1.463 -0.126
N -1.645 0.327 0.398
C -1.526 -0.166 1.753
C -0.192 0.228 2.394
C -0.030 1.745 2.346
C 1.280 2.313 2.891
O 1.444 3.513 2.979
N 2.221 1.422 3.270
C 3.589 1.826 3.505
C 4.531 1.183 2.473
C 3.962 1.340 1.089
C 3.993 2.572 0.449
C 3.399 2.734 -0.790
C 2.765 1.666 -1.405
C 2.736 0.432 -0.779
C 3.328 0.275 0.462
C -0.148 2.219 0.890
C -1.474 1.762 0.289
H -0.644 -3.327 -4.637
H 0.924 -3.356 -3.793
H -0.330 -4.547 -3.367
H -2.660 -4.103 -3.618
H -4.948 -3.837 -2.836
H -5.969 -2.028 0.092
H -6.552 -2.905 -1.330
H -6.335 -1.155 -1.391
H -3.709 -0.714 -0.196
H -2.364 0.237 2.333
H -1.614 -1.253 1.707
H 0.590 -0.260 1.808
H -0.167 -0.139 3.423
H -0.837 2.214 2.924
H 2.071 0.443 3.092
H 3.892 1.544 4.520
H 3.605 2.914 3.420
H 5.508 1.663 2.546
H 4.651 0.122 2.704
H 4.477 3.410 0.928
H 3.424 3.700 -1.274
H 2.281 1.792 -2.361
H 2.222 -0.398 -1.240
H 3.295 -0.693 0.945
H 0.666 1.790 0.300
H -0.068 3.305 0.852
H -2.316 2.239 0.801
H -1.512 2.003 -0.773
*
```

***

# 7
The following is a DFT calculation (the ωB97M-V functional and the def2-TZVPD basis) of one molecule with the formula C22H28N2O5S in a non-equilibrium geometry.

- SMILES string = CC(C)[C@H](OC(=O)c1oc2ccccc2c1CSC1CCCCC1)C(=O)NC(N)=O
- ΔE to the lowest compared entry with this formula, charge and spin (kcal/mol) = 6.4
- electronic energy (Eh) = -1739.11529
- max |F| (hartree/bohr) = 0.0225
- HOMO-LUMO gap (eV) = 8.110

```
! wB97M-V def2-TZVPD RIJCOSX def2/J DEFGRID3
* xyz 0 1
C -2.909 -0.349 -3.165
C -2.977 -0.941 -1.761
C -4.351 -1.548 -1.496
C -2.658 0.153 -0.726
O -1.295 0.537 -0.923
C -0.783 1.357 -0.011
O -1.443 1.901 0.854
C 0.658 1.533 -0.165
O 1.269 2.375 0.716
C 2.584 2.341 0.437
C 3.601 3.032 1.082
C 4.884 2.832 0.622
C 5.153 1.975 -0.451
C 4.147 1.293 -1.094
C 2.838 1.470 -0.643
C 1.560 0.952 -1.028
C 1.326 -0.031 -2.104
S 0.683 -1.651 -1.504
C 1.623 -1.908 0.049
C 3.064 -2.305 -0.233
C 3.804 -2.541 1.082
C 3.099 -3.614 1.906
C 1.650 -3.216 2.172
C 0.907 -2.978 0.860
C -2.809 -0.431 0.684
O -2.028 -1.250 1.108
N -3.925 -0.088 1.392
C -4.822 1.005 1.318
N -4.268 2.154 0.882
O -5.974 0.863 1.643
H -3.691 0.396 -3.303
H -1.944 0.120 -3.332
H -3.043 -1.133 -3.905
H -2.205 -1.709 -1.658
H -4.367 -2.093 -0.555
H -5.116 -0.774 -1.459
H -4.603 -2.242 -2.293
H -3.312 1.017 -0.877
H 3.383 3.692 1.906
H 5.704 3.348 1.097
H 6.174 1.852 -0.778
H 4.363 0.640 -1.926
H 2.247 -0.219 -2.655
H 0.551 0.307 -2.791
H 1.587 -0.960 0.593
H 3.569 -1.524 -0.804
H 3.068 -3.220 -0.830
H 3.835 -1.606 1.648
H 4.833 -2.840 0.875
H 3.625 -3.760 2.852
H 3.120 -4.560 1.360
H 1.145 -3.999 2.740
H 1.627 -2.301 2.769
H -0.117 -2.658 1.056
H 0.871 -3.904 0.280
H -4.140 -0.723 2.153
H -3.258 2.266 0.932
H -4.841 2.979 0.951
*
```

***

# 8
The following is a DFT calculation (the ωB97M-V functional and the def2-TZVPD basis) of one molecule with the formula C22H28N2O7 in a non-equilibrium geometry.

- SMILES string = CCOC(=O)c1c(C)[nH]c(C(=O)COC(=O)[C@H](C)N2C(=O)[C@H]3CCCC[C@H]3C2=O)c1C
- ΔE to the lowest compared entry with this formula, charge and spin (kcal/mol) = 0.0
- electronic energy (Eh) = -1491.43630
- max |F| (hartree/bohr) = 0.0201
- HOMO-LUMO gap (eV) = 9.023

```
! wB97M-V def2-TZVPD RIJCOSX def2/J DEFGRID3
* xyz 0 1
C 6.252 0.788 -0.209
C 4.995 1.035 -1.031
O 3.993 0.058 -0.761
C 3.217 0.269 0.317
O 3.330 1.242 1.028
C 2.225 -0.790 0.494
C 1.864 -1.766 -0.443
C 2.388 -2.039 -1.798
N 0.869 -2.491 0.079
C 0.540 -2.028 1.339
C -0.535 -2.523 2.148
O -0.714 -2.214 3.311
C -1.573 -3.415 1.432
O -2.319 -2.568 0.558
C -2.138 -2.640 -0.754
O -1.459 -3.462 -1.313
C -2.885 -1.482 -1.420
C -2.650 -1.439 -2.922
N -2.441 -0.276 -0.738
C -1.140 0.187 -0.765
O -0.250 -0.305 -1.410
C -1.102 1.442 0.078
C -1.255 2.624 -0.896
C -1.729 3.881 -0.178
C -3.088 3.621 0.459
C -2.959 2.548 1.534
C -2.315 1.272 0.998
C -3.236 0.377 0.197
O -4.413 0.187 0.327
C 1.395 -0.960 1.625
C 1.417 -0.175 2.881
H 6.629 -0.216 -0.389
H 7.016 1.510 -0.483
H 6.028 0.897 0.849
H 4.592 2.029 -0.811
H 5.200 0.944 -2.100
H 2.244 -1.160 -2.422
H 1.860 -2.879 -2.244
H 3.455 -2.249 -1.762
H 0.370 -3.203 -0.439
H -2.275 -3.800 2.174
H -1.118 -4.237 0.872
H -3.953 -1.576 -1.186
H -3.200 -0.611 -3.362
H -2.990 -2.371 -3.366
H -1.590 -1.320 -3.129
H -0.161 1.529 0.622
H -0.298 2.794 -1.392
H -1.988 2.366 -1.666
H -1.799 4.701 -0.896
H -1.008 4.164 0.591
H -3.478 4.536 0.908
H -3.796 3.294 -0.306
H -3.943 2.292 1.933
H -2.348 2.933 2.352
H -2.020 0.652 1.856
H 0.414 -0.096 3.297
H 2.029 -0.690 3.622
H 1.845 0.808 2.706
*
```